Record 1
The following is a DFT calculation (ωB97M-V/def2-TZVPD) of a molecular structure, C15H36AuNO2P2Si in a non-equilibrium geometry.

Output
* highest occupied orbital energy (spin up / spin down): -5.0 / -6.7 eV
* Kohn-Sham gap (spin up / spin down): 5.64 / 6.59 eV
* ⟨S²⟩: 2.01

```
! wB97M-V def2-TZVPD RIJCOSX def2/J DEFGRID3
* xyz 0 3
C 0.944 -1.659 -4.200
C 1.008 -1.297 -2.834
N -0.178 -1.166 -2.161
C -1.375 -1.425 -2.701
C -1.452 -1.753 -4.059
C -0.285 -1.876 -4.809
C 2.242 -1.003 -2.157
P 2.262 -0.721 -0.409
Au -0.082 -0.551 -0.037
P -2.459 -0.403 -0.310
C -2.637 -1.392 -1.830
O 1.740 1.821 -3.035
O -0.782 2.265 -2.529
H 1.887 -1.734 -4.727
H -2.425 -1.907 -4.473
H -0.345 -2.150 -5.870
C 3.031 -2.102 0.475
C 3.310 0.713 -0.025
H -3.505 -1.030 -2.403
H -2.876 -2.415 -1.493
H 2.139 0.964 -2.737
H 3.161 -1.121 -2.744
C -3.424 -1.169 1.006
C -3.164 1.219 -0.631
H 0.309 1.863 -0.301
H -0.859 3.212 -2.355
H 0.170 2.113 -2.836
H 2.164 2.028 -3.875
H -0.219 -2.085 0.667
H -0.128 1.862 -0.961
H 4.079 -2.268 0.185
H 3.014 -1.914 1.553
H 2.480 -3.027 0.289
H 4.370 0.519 -0.245
H 3.006 1.599 -0.594
H 3.234 0.964 1.040
H -4.233 1.140 -0.867
H -3.050 1.830 0.272
H -2.636 1.719 -1.450
H -4.492 -1.223 0.752
H -3.063 -2.181 1.213
H -3.325 -0.582 1.925
C 1.182 2.477 3.219
Si 0.061 1.013 3.523
C 0.973 -0.294 4.572
C -1.503 1.525 4.468
C -0.121 -0.253 2.117
H 1.511 2.937 4.157
H 0.700 3.268 2.640
H 2.094 2.209 2.682
H 1.303 0.070 5.547
H 0.325 -1.169 4.719
H 1.852 -0.648 4.017
H -2.110 2.285 3.971
H -2.188 0.693 4.665
H -1.302 1.942 5.464
H 0.718 -0.959 2.200
H -1.051 -0.770 2.320
*
```

Record 2
The following is a DFT calculation (ωB97M-V/def2-TZVPD) of a molecular structure, C15H36Br2F9N3O14S3V in a non-equilibrium geometry.

Output
* highest occupied orbital energy: -5.0 eV
* Kohn-Sham gap: 5.52 eV

```
! wB97M-V def2-TZVPD RIJCOSX def2/J DEFGRID3
* xyz -1 1
O -0.788 0.952 -1.269
V 0.699 0.561 -1.879
O 1.076 -0.755 -0.979
C 0.166 -6.448 -1.710
C -0.357 -5.005 -2.203
C -1.780 -4.735 -1.862
O -2.146 -4.930 -0.535
C -3.574 -4.863 -0.443
N 0.547 -4.009 -1.597
H 1.432 -4.417 -1.333
H 0.782 -3.221 -2.184
H -0.038 -3.579 -0.895
H -0.170 -6.856 -0.757
H 1.249 -6.567 -1.709
H -0.218 -7.206 -2.393
H -0.158 -4.846 -3.263
H -2.398 -5.320 -2.542
H -2.068 -3.696 -2.021
H -4.040 -4.990 0.534
H -3.919 -5.698 -1.053
H -3.977 -3.956 -0.894
C 4.241 -1.878 -0.393
C 4.667 -2.193 1.074
C 5.478 -1.068 1.669
O 6.736 -1.139 1.071
C 7.729 -0.209 1.559
N 3.365 -2.272 1.952
H 2.797 -3.075 1.718
H 3.656 -2.522 2.886
H 2.980 -1.342 1.878
H 3.542 -2.659 -0.695
H 5.079 -1.923 -1.089
H 3.792 -0.889 -0.481
H 5.217 -3.130 1.168
H 5.789 -1.205 2.705
H 4.988 -0.097 1.605
H 8.003 -0.605 2.537
H 7.243 0.760 1.672
H 8.663 -0.296 1.004
C -1.772 5.197 1.346
C -2.660 4.034 1.776
C -4.120 4.130 1.279
O -4.029 4.014 -0.107
C -5.313 3.911 -0.720
N -1.975 2.695 1.314
H -1.267 2.395 1.969
H -2.643 1.952 1.167
H -1.540 2.812 0.410
H -2.027 6.166 1.775
H -1.776 5.385 0.272
H -0.766 5.015 1.725
H -2.620 3.978 2.864
H -4.486 5.086 1.654
H -4.690 3.282 1.658
H -5.992 4.738 -0.516
H -5.754 2.981 -0.362
H -5.162 3.880 -1.799
C -1.377 4.416 -3.152
F -1.907 5.182 -4.047
F -0.971 5.093 -2.081
F -2.309 3.530 -2.778
S 0.005 3.530 -4.004
O 1.183 4.386 -3.953
O 0.242 2.286 -3.210
O -0.416 3.106 -5.354
C 2.360 3.084 2.147
F 2.093 3.177 3.467
F 1.912 4.123 1.482
F 3.657 2.906 1.894
S 1.449 1.550 1.450
O 1.281 1.859 0.015
O 2.365 0.402 1.749
O 0.319 1.479 2.316
C -2.731 -1.145 1.871
F -2.786 -2.450 2.054
F -2.340 -0.638 3.032
F -1.856 -0.847 0.856
S -4.552 -0.443 1.633
O -5.215 -0.649 2.909
O -4.208 0.934 1.345
O -5.223 -1.069 0.496
Br -0.011 -1.232 -3.884
Br 3.342 1.107 -2.810
*
```

Record 3
The following is a DFT calculation (ωB97M-V/def2-TZVPD) of 8 unconnected molecules or ions with the total composition C15H36ClF7N3O12P2 in a non-equilibrium geometry.

Output
* highest occupied orbital energy: -11.9 eV
* Kohn-Sham gap: 7.76 eV

```
! wB97M-V def2-TZVPD RIJCOSX def2/J DEFGRID3
* xyz 1 1
N 3.328 -2.545 -0.406
P 2.709 -1.431 -1.325
O 3.798 -0.251 -1.738
O 2.200 -2.201 -2.708
C 1.230 -0.652 -0.510
N 1.249 -0.752 0.842
C 0.062 -0.144 1.278
C -0.286 -0.097 2.784
C 0.032 1.272 3.462
O 0.893 2.030 3.130
O -0.751 1.551 4.564
C -0.629 0.298 0.112
C -2.023 0.999 0.146
F -2.755 0.759 -0.995
F -2.729 0.347 1.164
C -1.991 2.529 0.551
F -2.176 3.372 -0.518
F -0.720 2.803 1.009
C -3.097 2.945 1.610
F -4.347 2.599 1.210
F -2.807 2.559 2.870
F -3.090 4.320 1.625
N 0.141 -0.005 -1.041
P -0.156 0.333 -2.787
O 1.394 0.442 -3.457
Cl -0.966 2.228 -3.040
H 4.310 -2.329 -0.205
H 4.638 -0.502 -1.288
H 2.684 -1.806 -3.464
H 2.013 -1.204 1.355
H 0.393 -0.845 3.288
H -1.322 -0.462 3.014
H -0.395 2.340 5.020
H 1.821 1.169 -2.947
C -2.312 -1.070 6.937
O -1.079 -0.519 6.486
H -2.103 -1.982 7.493
H -2.820 -0.359 7.592
H -2.950 -1.308 6.082
H -1.284 0.287 5.997
C 7.655 0.032 -0.789
O 6.513 -0.662 -0.272
H 7.583 0.063 -1.875
H 7.675 1.049 -0.397
H 8.566 -0.497 -0.502
H 6.600 -0.677 0.687
C -5.202 -2.539 -0.214
O -4.368 -2.100 0.856
H -5.373 -3.610 -0.111
H -6.160 -2.016 -0.174
H -4.710 -2.342 -1.168
H -4.234 -1.153 0.740
C -2.495 -5.352 1.287
O -2.124 -4.636 0.117
H -2.077 -6.355 1.230
H -2.100 -4.844 2.170
H -3.584 -5.416 1.349
H -2.505 -3.751 0.193
C -0.412 1.826 -6.944
O 0.044 1.400 -5.661
H -1.122 2.640 -6.808
H 0.432 2.181 -7.539
H -0.906 0.998 -7.458
H 0.670 0.681 -5.805
C 7.437 4.051 0.597
O 7.981 2.756 0.837
H 6.678 3.971 -0.180
H 6.978 4.437 1.510
H 8.224 4.730 0.263
H 8.648 2.851 1.526
C -5.615 -0.082 -3.308
O -6.028 -1.442 -3.256
H -5.353 0.240 -2.300
H -4.741 0.017 -3.957
H -6.429 0.541 -3.685
H -6.255 -1.706 -4.154
*
```